[1]
Here is a structure of composition C29H34F6N5O4OsS5Se2Si at a distorted geometry from the OMol25 dataset. Energies are from ωB97M-V with the def2-TZVPD basis set.

Results
HOMO energy (alpha / beta): -10.2 / -10.2 eV
HOMO-LUMO gap (alpha / beta): 6.55 / 6.55 eV
Molecular weight: 1167.181 g/mol
Energy: -257776.7027 eV
LUMO (alpha / beta): -3.6102 / -3.6119 eV
ΔE to the lowest compared entry with this formula, charge and spin: 1.602 eV

Structure (ORCA input):
```
! wB97M-V def2-TZVPD RIJCOSX def2/J DEFGRID3
* xyz 1 1
Os 0.076 2.042 -0.832
Se 0.744 5.351 -1.890
Se 1.143 5.100 0.375
C -0.584 4.429 0.863
C -1.390 5.230 1.649
C -2.634 4.762 2.051
C -3.035 3.502 1.659
C -2.193 2.752 0.865
N -0.990 3.197 0.468
C 1.791 3.849 -2.462
C 2.640 4.029 -3.538
C 3.495 3.001 -3.909
C 3.517 1.838 -3.162
C 2.639 1.720 -2.108
N 1.761 2.682 -1.781
H -1.039 6.211 1.935
H -3.283 5.384 2.655
H -3.992 3.098 1.960
H -2.473 1.764 0.525
H 2.639 4.975 -4.063
H 4.158 3.125 -4.755
H 4.209 1.036 -3.381
H 2.619 0.834 -1.483
F 0.419 -0.294 4.067
C 0.019 0.306 2.972
F -0.360 1.542 3.200
F -0.996 -0.365 2.435
S 1.436 0.309 1.715
O 1.344 1.633 1.079
O 1.021 -0.777 0.763
N 2.783 -0.103 2.345
S 3.455 1.073 3.311
O 2.375 1.847 3.866
O 4.465 0.522 4.143
C 4.351 2.211 2.111
F 4.334 1.715 0.871
F 5.602 2.328 2.510
F 3.762 3.394 2.112
C 1.018 -1.807 -1.817
Si 1.489 -2.327 -0.104
C 0.233 -3.493 0.590
C 0.360 -4.840 -0.152
C -1.178 -2.941 0.299
C 0.384 -3.723 2.104
C 3.302 -2.783 -0.027
C 3.581 -3.564 -1.329
C 4.267 -1.590 0.016
C 3.623 -3.691 1.172
H 1.865 -1.758 -2.503
H 0.543 -0.828 -1.804
H 0.294 -2.500 -2.250
H 0.266 -4.726 -1.236
H -0.448 -5.503 0.174
H 1.306 -5.345 0.054
H -1.394 -2.906 -0.773
H -1.336 -1.943 0.705
H -1.918 -3.605 0.755
H 1.255 -4.331 2.341
H -0.497 -4.251 2.479
H 0.467 -2.788 2.668
H 3.532 -2.927 -2.213
H 2.893 -4.402 -1.484
H 4.594 -3.973 -1.272
H 4.043 -0.837 -0.752
H 5.280 -1.956 -0.176
H 4.263 -1.096 0.981
H 3.130 -4.661 1.102
H 3.354 -3.229 2.124
H 4.703 -3.875 1.194
S -4.391 -2.578 -2.581
C -3.775 -1.065 -2.466
S -2.288 -0.581 -3.206
C -2.365 0.966 -2.443
N -3.418 1.152 -1.731
N -4.228 0.031 -1.768
C -5.480 0.123 -1.067
C -5.513 0.772 0.157
C -6.712 0.885 0.844
C -7.874 0.349 0.305
C -7.829 -0.291 -0.925
C -6.633 -0.405 -1.621
S -1.105 2.172 -2.766
H -4.601 1.190 0.559
H -6.739 1.386 1.804
H -8.813 0.440 0.837
H -8.732 -0.704 -1.356
H -6.603 -0.893 -2.584
*
```

=====

[2]
Here is the molecule C2H2N2O4 at a distorted geometry from the OMol25 dataset. Energies are from ωB97M-V with the def2-TZVPD basis set.

Results
HOMO energy (alpha / beta): -9.0 / -11.0 eV
HOMO-LUMO gap (alpha / beta): 8.52 / 9.22 eV
⟨S²⟩: 2.0091
Molecular weight: 118.048 g/mol
Energy: -13268.5793 eV
LUMO (alpha / beta): -0.4994 / -1.8283 eV
ΔE to the lowest compared entry with this formula, charge and spin: 2.462 eV

Structure (ORCA input):
```
! wB97M-V def2-TZVPD RIJCOSX def2/J DEFGRID3
* xyz 0 3
C -0.127 -0.571 1.286
C -0.204 0.295 -0.139
N 0.883 1.166 -0.061
N -0.005 -0.622 -1.368
O -1.068 -0.994 -1.802
O 0.369 -1.637 1.262
O 0.753 2.224 0.464
O 1.094 -0.599 -1.894
H -0.489 -0.178 2.318
H -1.205 0.916 -0.067
*
```

=====

[3]
Here is a cluster of 2 separate species, C11H21BF2NO5 in total at a distorted geometry from the OMol25 dataset. Energies are from ωB97M-V with the def2-TZVPD basis set.

Results
HOMO energy: -13.4 eV
HOMO-LUMO gap: 9.79 eV
Molecular weight: 296.099 g/mol
Energy: -29582.1559 eV
LUMO: -3.5673 eV

Structure (ORCA input):
```
! wB97M-V def2-TZVPD RIJCOSX def2/J DEFGRID3
* xyz 1 1
C -0.222 0.532 3.215
C -1.711 0.772 3.339
F -1.953 1.154 4.665
C -2.244 1.906 2.490
C -2.358 1.628 0.992
C -2.213 3.020 0.292
C -1.795 2.710 -1.185
N -1.491 1.247 -1.148
C -0.422 0.865 -2.144
B -0.540 -0.689 -2.582
O -1.380 -1.008 -3.580
O 0.235 -1.634 -1.930
C -1.209 0.921 0.281
H -0.059 -0.195 2.422
H 0.167 0.090 4.118
H 0.322 1.423 2.926
H -2.265 -0.154 3.199
H -3.251 2.095 2.844
H -1.678 2.801 2.709
H -3.283 1.173 0.650
H -3.093 3.635 0.339
H -1.331 3.480 0.705
H -2.669 2.939 -1.772
H -0.935 3.270 -1.499
H -2.316 0.777 -1.522
H 0.563 1.108 -1.770
H -0.592 1.450 -3.041
H -1.893 -1.810 -3.378
H -0.177 -1.843 -1.075
H -0.285 1.441 0.507
H -1.084 -0.144 0.402
C 3.190 -3.107 -1.233
C 4.573 -3.358 -1.786
O 5.390 -3.189 -0.641
C 4.637 -3.515 0.451
O 5.063 -3.725 1.531
O 3.316 -3.565 0.115
F 4.916 -2.437 -2.719
H 2.939 -2.046 -1.233
H 2.415 -3.657 -1.760
H 4.725 -4.357 -2.196
*
```

=====

[4]
Here is a structure of composition C24H17F3O6V at a distorted geometry from the OMol25 dataset. Energies are from ωB97M-V with the def2-TZVPD basis set.

Results
HOMO energy (alpha / beta): -0.1 / -1.1 eV
HOMO-LUMO gap (alpha / beta): 4.48 / 5.48 eV
⟨S²⟩: 0.7550
Molecular weight: 509.332 g/mol
Energy: -71288.2049 eV
LUMO (alpha / beta): 4.3403 / 4.3398 eV

Structure (ORCA input):
```
! wB97M-V def2-TZVPD RIJCOSX def2/J DEFGRID3
* xyz -2 2
O -21.235 1.926 -1.750
V -20.089 0.852 -2.077
O -19.012 0.728 -0.917
C -17.640 -1.204 -5.025
C -18.430 -0.299 -4.176
C -18.119 1.233 -4.259
O -18.812 1.950 -3.541
C -17.015 1.679 -5.094
C -16.372 0.797 -5.907
C -16.720 -0.687 -5.869
O -16.125 -1.563 -6.611
O -15.454 1.239 -6.716
O -19.337 -0.636 -3.398
H -17.717 -2.281 -5.015
H -16.820 2.733 -5.226
F -22.230 2.544 -4.135
C -22.355 3.216 -5.319
C -23.341 4.156 -5.452
C -23.353 4.920 -6.591
C -22.448 4.641 -7.631
C -21.394 3.703 -7.470
C -21.407 2.977 -6.308
H -24.060 4.382 -4.679
H -24.083 5.688 -6.802
H -22.385 5.259 -8.514
H -20.554 3.576 -8.137
H -20.641 2.274 -6.014
F -21.113 -0.775 -1.130
C -21.105 -1.936 -0.504
C -21.763 -3.024 -1.100
C -21.638 -4.290 -0.543
C -20.992 -4.514 0.663
C -20.420 -3.413 1.312
C -20.416 -2.131 0.696
H -22.276 -2.791 -2.022
H -22.142 -5.168 -0.919
H -20.930 -5.533 1.016
H -19.896 -3.639 2.229
H -19.952 -1.280 1.170
F -21.998 -0.335 -3.393
C -22.563 -0.824 -4.512
C -23.639 -0.144 -5.066
C -24.232 -0.633 -6.265
C -23.796 -1.855 -6.811
C -22.639 -2.520 -6.214
C -22.006 -1.949 -5.121
H -24.030 0.712 -4.535
H -25.031 -0.174 -6.829
H -24.160 -2.191 -7.771
H -22.133 -3.367 -6.655
H -21.180 -2.502 -4.699
*
```